{
  "formula": "C21H37IN3O3",
  "method": "the ωB97M-V functional and the def2-TZVPD basis",
  "mol_weight_g_mol": 506.45,
  "e_tot_ev": -41080.527,
  "largest_force_ev_per_a": 1.58,
  "orbital_gap_ev": 8.50,
  "total_charge": 1,
  "homo_energy_ev": -12.13,
  "elements": ["C", "O", "C", "C", "N", "C", "C", "O", "N", "O", "C", "C", "C", "C", "I", "C", "C", "C", "C", "C", "N", "C", "H", "H", "H", "H", "H", "H", "H", "H", "H", "H", "H", "H", "H", "H", "H", "H", "H", "H", "H", "H", "H", "H", "H", "C", "C", "C", "C", "C", "C", "H", "H", "H", "H", "H", "H", "H", "H", "H", "H", "H", "H", "H", "H"],
  "positions_angstrom": [[5.14, -1.13, 3.38], [3.78, -0.88, 3.09], [3.59, -0.11, 1.94], [2.11, -0.23, 1.56], [1.49, 1.02, 1.06], [0.17, 0.58, 0.43], [-1.12, 1.25, 0.93], [-0.87, 2.24, 1.93], [-0.52, 1.63, 3.16], [0.15, 2.34, 3.79], [0.28, -0.96, 0.20], [-0.67, -1.90, 0.95], [-0.92, -1.63, 2.45], [-0.64, -2.85, 3.36], [0.55, -2.26, 5.04], [1.81, -1.15, 0.37], [2.42, -2.52, 0.43], [2.34, -3.29, 1.60], [2.96, -4.53, 1.59], [3.63, -4.92, 0.43], [3.71, -4.21, -0.68], [3.11, -3.01, -0.67], [5.54, -0.38, 4.06], [5.74, -1.21, 2.48], [5.19, -2.09, 3.89], [4.23, -0.42, 1.11], [3.81, 0.95, 2.15], [1.64, -0.64, 2.46], [2.07, 1.30, 0.27], [1.47, 1.83, 1.68], [0.27, 0.96, -0.58], [-1.89, 0.57, 1.29], [-1.55, 1.80, 0.11], [0.00, -1.08, -0.84], [-0.36, -2.94, 0.81], [-1.63, -1.82, 0.44], [-0.36, -0.76, 2.78], [-1.97, -1.38, 2.60], [-1.57, -3.25, 3.74], [-0.12, -3.63, 2.82], [2.22, -0.70, -0.55], [1.83, -2.93, 2.47], [2.96, -5.17, 2.46], [4.14, -5.88, 0.43], [3.19, -2.42, -1.57], [-3.56, 4.63, -5.14], [-4.44, 3.67, -4.33], [-4.00, 3.54, -2.87], [-2.59, 2.96, -2.68], [-2.36, 1.59, -3.30], [-3.25, 0.49, -2.71], [-2.53, 4.28, -5.20], [-3.94, 4.72, -6.16], [-3.56, 5.62, -4.69], [-4.46, 2.69, -4.81], [-5.46, 4.04, -4.34], [-4.72, 2.92, -2.34], [-4.04, 4.52, -2.39], [-2.39, 2.91, -1.60], [-1.86, 3.66, -3.08], [-1.31, 1.31, -3.14], [-2.50, 1.63, -4.38], [-3.10, 0.41, -1.63], [-3.02, -0.47, -3.16], [-4.30, 0.69, -2.88]],
  "mulliken_charge": [-0.83, -0.23, -1.09, 0.22, 0.17, -0.63, 0.16, -0.38, 0.25, -0.36, -0.16, -1.46, -0.12, -1.58, 0.02, 0.45, -0.48, 0.20, -1.09, -0.35, -0.62, -0.24, 0.30, 0.36, 0.27, 0.46, 0.42, -0.28, 0.56, 0.55, 0.70, 0.36, -0.49, 0.54, 0.82, 0.50, 0.06, 0.55, 0.56, 0.59, 0.57, 0.47, 0.47, 0.41, 0.40, -1.18, -0.44, -0.90, -0.08, -0.42, -1.09, 0.28, 0.38, 0.30, 0.23, 0.39, 0.33, 0.41, -0.19, 0.37, 0.32, 0.40, 0.13, 0.38, 0.35]
}


{
  "formula": "C38H67F15O19",
  "method": "the ωB97M-V functional and the def2-TZVPD basis",
  "smiles": "CCOC(=O)C(F)(F)F.CCOC(=O)C(F)(F)F.CCOC(=O)C(F)(F)F.CCOC(=O)C(F)(F)F.CCOC(=O)C(F)(F)F.COCCOCCOC.COCCOCCOC.COCCOCCOC",
  "de_lowest_kcal_mol": 14.6,
  "mol_weight_g_mol": 1112.91,
  "e_tot_ev": -120154.038,
  "largest_force_ev_per_a": 1.57,
  "orbital_gap_ev": 9.49,
  "total_charge": 0,
  "homo_energy_ev": -8.95,
  "elements": ["C", "C", "O", "C", "O", "C", "F", "F", "F", "H", "H", "H", "H", "H", "C", "C", "O", "C", "O", "C", "F", "F", "F", "H", "H", "H", "H", "H", "C", "C", "O", "C", "O", "C", "F", "F", "F", "H", "H", "H", "H", "H", "C", "C", "O", "C", "O", "C", "F", "F", "F", "H", "H", "H", "H", "H", "C", "C", "O", "C", "O", "C", "F", "F", "F", "H", "H", "H", "H", "H", "C", "O", "C", "C", "O", "C", "C", "O", "C", "H", "H", "H", "H", "H", "H", "H", "H", "H", "H", "H", "H", "H", "H", "C", "O", "C", "C", "O", "C", "C", "O", "C", "H", "H", "H", "H", "H", "H", "H", "H", "H", "H", "H", "H", "H", "H", "C", "O", "C", "C", "O", "C", "C", "O", "C", "H", "H", "H", "H", "H", "H", "H", "H", "H", "H", "H", "H", "H", "H"],
  "positions_angstrom": [[4.39, 3.51, 6.37], [3.09, 2.87, 5.94], [2.19, 2.86, 7.04], [1.12, 2.09, 6.92], [0.87, 1.37, 6.00], [0.16, 2.35, 8.09], [-0.48, 3.51, 7.87], [-0.74, 1.38, 8.19], [0.81, 2.45, 9.26], [5.06, 3.62, 5.51], [4.96, 2.94, 7.09], [4.23, 4.53, 6.72], [3.29, 1.87, 5.56], [2.69, 3.42, 5.09], [-2.14, 8.27, -3.11], [-1.10, 8.11, -2.02], [-0.59, 6.76, -2.12], [0.08, 6.32, -1.09], [0.40, 6.94, -0.12], [0.52, 4.86, -1.29], [0.63, 4.21, -0.15], [-0.28, 4.19, -2.12], [1.75, 4.89, -1.86], [-2.41, 9.32, -3.22], [-3.06, 7.74, -2.86], [-1.77, 7.96, -4.08], [-1.60, 8.20, -1.05], [-0.30, 8.84, -2.11], [-4.00, -1.52, 9.68], [-2.53, -1.22, 9.42], [-2.12, -1.53, 8.09], [-1.96, -2.79, 7.79], [-2.05, -3.72, 8.53], [-1.64, -2.96, 6.29], [-0.62, -3.81, 6.11], [-2.72, -3.49, 5.70], [-1.34, -1.81, 5.69], [-4.63, -0.83, 9.12], [-4.19, -1.36, 10.74], [-4.22, -2.55, 9.42], [-1.93, -1.79, 10.14], [-2.28, -0.17, 9.58], [1.31, -7.24, -4.50], [0.45, -7.83, -3.41], [-0.12, -6.77, -2.63], [0.31, -6.63, -1.39], [1.18, -7.25, -0.85], [-0.39, -5.44, -0.69], [0.57, -4.68, -0.14], [-1.08, -4.68, -1.53], [-1.20, -5.87, 0.28], [1.57, -7.98, -5.26], [2.24, -6.84, -4.09], [0.82, -6.42, -5.03], [1.00, -8.56, -2.82], [-0.39, -8.38, -3.84], [2.20, 0.22, -5.89], [2.23, 1.44, -5.00], [0.93, 2.02, -4.82], [0.43, 2.81, -5.74], [0.99, 3.21, -6.71], [-1.03, 3.19, -5.42], [-1.07, 4.35, -4.77], [-1.73, 3.31, -6.54], [-1.61, 2.25, -4.66], [1.45, -0.51, -5.59], [3.16, -0.29, -5.82], [2.01, 0.53, -6.92], [2.95, 2.19, -5.32], [2.55, 1.18, -3.99], [0.20, -0.72, 3.14], [-0.96, -0.49, 2.41], [-1.27, -1.44, 1.42], [-0.24, -1.71, 0.35], [0.33, -0.58, -0.29], [-0.56, 0.41, -0.75], [-1.68, -0.11, -1.64], [-1.33, -1.15, -2.52], [-0.34, -0.87, -3.50], [0.42, 0.14, 3.76], [1.06, -0.80, 2.45], [0.17, -1.64, 3.73], [-2.25, -1.16, 1.02], [-1.53, -2.37, 1.97], [-0.68, -2.35, -0.42], [0.57, -2.26, 0.82], [0.07, 1.12, -1.29], [-1.03, 0.99, 0.05], [-2.11, 0.75, -2.18], [-2.50, -0.52, -1.05], [0.66, -1.04, -3.08], [-0.33, 0.17, -3.83], [-0.51, -1.55, -4.33], [1.92, -3.42, -2.71], [2.70, -2.39, -3.26], [4.06, -2.51, -2.97], [4.83, -1.47, -3.76], [4.87, -1.81, -5.11], [6.07, -1.43, -5.74], [5.95, -1.55, -7.23], [5.66, -2.86, -7.60], [5.73, -3.07, -8.98], [1.90, -3.35, -1.62], [2.31, -4.40, -3.00], [0.91, -3.29, -3.09], [4.44, -3.52, -3.19], [4.24, -2.33, -1.89], [5.81, -1.33, -3.29], [4.25, -0.55, -3.61], [6.94, -1.99, -5.36], [6.28, -0.37, -5.50], [6.87, -1.17, -7.70], [5.15, -0.88, -7.58], [5.52, -4.12, -9.15], [6.72, -2.81, -9.39], [5.02, -2.43, -9.53], [-3.68, 1.97, 6.31], [-3.68, 2.47, 5.00], [-2.60, 1.98, 4.24], [-2.85, 2.20, 2.78], [-4.08, 1.58, 2.41], [-4.28, 1.69, 1.04], [-5.48, 0.87, 0.64], [-5.58, 0.93, -0.75], [-6.70, 0.22, -1.24], [-2.75, 2.21, 6.85], [-3.83, 0.89, 6.33], [-4.51, 2.43, 6.85], [-2.41, 0.92, 4.45], [-1.67, 2.51, 4.50], [-2.05, 1.78, 2.17], [-2.98, 3.27, 2.57], [-3.42, 1.25, 0.50], [-4.34, 2.73, 0.70], [-6.38, 1.21, 1.17], [-5.27, -0.16, 0.97], [-6.55, -0.86, -1.14], [-6.81, 0.49, -2.29], [-7.61, 0.47, -0.69]],
  "mulliken_charge": [-1.31, -0.11, -0.23, 0.26, -0.50, 0.97, -0.27, -0.16, -0.27, 0.39, 0.33, 0.32, 0.30, 0.28, -1.17, -0.21, -0.15, 0.15, -0.53, 1.04, -0.24, -0.23, -0.29, 0.39, 0.30, 0.31, 0.32, 0.31, -1.16, -0.22, -0.24, 0.27, -0.53, 0.96, -0.27, -0.27, -0.18, 0.28, 0.37, 0.36, 0.37, 0.29, -1.10, -0.25, -0.27, 0.27, -0.54, 1.11, -0.24, -0.27, -0.29, 0.41, 0.25, 0.29, 0.33, 0.31, -0.28, -0.51, -0.18, 0.29, -0.55, 0.94, -0.27, -0.28, -0.23, -0.03, -0.13, 0.47, 0.43, 0.27, -0.60, -0.02, -1.12, -0.05, -0.49, 0.60, -0.49, -0.49, -0.54, 0.06, 0.31, 0.30, 0.18, 0.41, 0.12, 0.68, 0.18, -0.43, 0.49, 0.12, 0.37, -0.16, 0.56, -1.08, -0.01, -0.70, -0.35, -0.18, -0.67, -0.60, -0.31, -0.77, 0.41, 0.35, 0.26, 0.34, 0.36, 0.56, -0.01, 0.48, 0.38, 0.43, 0.26, 0.24, 0.31, 0.31, -0.51, -0.43, -0.14, -0.14, -0.29, 0.37, -0.59, -0.22, -0.80, 0.03, 0.27, 0.39, 0.04, 0.29, -0.04, 0.38, -0.45, 0.29, 0.46, 0.26, 0.31, 0.24, 0.32]
}